# 1
{"formula": "C24H38OOsP", "method": "ωB97M-V with the def2-TZVPD basis set", "e_tot_ev": -39300.2869, "multiplicity": 5, "s_squared": 6.030, "largest_force_ev_per_a": 4.1, "charge": 1, "homo_lumo_gap_ev": [5.9, 7.5], "elements": ["C", "C", "H", "H", "H", "H", "H", "H", "Os", "C", "C", "H", "H", "H", "H", "H", "H", "P", "C", "C", "H", "H", "C", "H", "C", "C", "C", "H", "H", "C", "H", "C", "H", "C", "C", "H", "C", "H", "H", "H", "H", "H", "O", "H", "C", "C", "H", "H", "C", "H", "H", "H", "H", "C", "H", "C", "H", "C", "C", "C", "C", "H", "H", "H", "H"], "xyz": [[-2.30842, 2.03596, -2.95818], [1.31266, -1.04981, -1.24989], [0.87733, 1.99946, -4.21704], [-0.99761, -0.84565, 3.75676], [-3.60350, -3.27819, 0.27155], [-3.26445, 2.55062, -3.09799], [0.56098, -3.69516, -0.37730], [-3.54248, -2.98700, 2.05948], [0.05541, -0.11511, 0.34359], [-2.46892, 2.15916, 1.16769], [-1.05045, 1.70095, 1.37982], [-0.33432, -4.45699, 2.75084], [-0.89283, -2.94275, 3.50205], [-1.28151, 3.18190, -4.48754], [1.32915, -0.98990, 3.53830], [2.97218, 2.85404, 2.07090], [3.58530, 0.37567, -2.05150], [-1.29414, -2.97275, 1.05780], [-1.19334, 2.38600, -3.74016], [-3.06357, -3.51634, 1.21127], [-1.71830, 0.71453, 4.24548], [-0.75107, 3.27022, -0.95424], [1.27781, 1.73696, 1.38980], [-3.09826, -4.61069, 1.38797], [1.49226, -0.10066, -2.45466], [1.72657, 0.01521, 3.32394], [-0.36950, -3.35574, 2.62331], [2.00507, -0.26451, -4.59650], [-1.01677, -3.57470, -1.32527], [0.02873, 1.71501, -3.58595], [2.75661, 1.59050, -3.06785], [1.80015, -0.91999, -3.73056], [3.41352, 1.34494, 1.24455], [2.70138, 2.18715, 1.23039], [-0.60652, 0.80206, 2.40685], [0.93436, -2.03976, -1.54357], [2.04725, -0.99716, -0.00347], [2.68481, -1.55840, -3.55979], [-0.96797, -0.63785, -1.30333], [2.42309, 1.51936, -1.31705], [-0.66059, -4.95706, -0.21438], [-3.16773, 1.30899, 1.09610], [-1.40387, -1.42181, 0.81596], [2.85286, 2.75205, 0.29728], [0.13096, 2.29406, 0.76525], [-0.52858, -3.86744, -0.37383], [1.02163, 3.37958, -0.88353], [1.81756, 0.55633, 4.28630], [-0.94421, 0.37059, -1.82891], [-2.56286, 2.75704, 0.24810], [0.66628, -2.97099, 2.55079], [0.94761, -1.57219, -3.98752], [2.23895, -1.93946, 0.52659], [0.83398, 0.75697, 2.36743], [0.02332, 4.37633, 0.20935], [-2.18423, 1.01992, -2.00656], [-2.43667, -0.23348, 2.91308], [2.63247, 0.90821, -2.20968], [0.17333, 0.67523, -2.64881], [0.10623, 3.38252, -0.27115], [-1.48494, 0.06691, 3.37893], [-2.80051, 2.79434, 2.01220], [2.74019, -0.10796, 2.90879], [-3.03894, 0.71502, -1.39589], [2.86706, -0.27430, 0.10360]], "mulliken_charge": [-0.716, -0.875, 0.383, 0.237, 0.345, 0.385, 0.305, 0.335, 1.190, -1.712, 0.811, 0.488, 0.350, 0.390, 0.304, 0.335, 0.466, 1.102, -0.924, -1.150, 0.375, 0.200, 0.677, 0.427, 2.600, -1.470, -1.055, 0.367, 0.330, -0.346, 0.398, -1.785, 0.355, -1.443, -0.003, 0.456, -1.543, 0.437, -0.049, 0.405, 0.504, 0.265, -0.961, 0.431, 0.068, -1.147, 0.332, 0.335, 0.271, 0.437, 0.224, 0.411, 0.329, 0.905, 0.346, -0.125, 0.245, -2.125, 0.013, -1.455, -1.164, 0.326, 0.313, 0.491, 0.348]}

=====

# 2
{"formula": "C22H24F3NO4S", "method": "ωB97M-V with the def2-TZVPD basis set", "e_tot_ev": -51872.4993, "smiles": "Cc1ccccc1CS(=O)(=O)CC1(O)CCN(C(=O)c2cccc(C(F)(F)F)c2)CC1", "largest_force_ev_per_a": 0.9, "homo_lumo_gap_ev": 9.6, "elements": ["C", "C", "C", "H", "H", "C", "H", "H", "O", "H", "C", "F", "H", "C", "H", "C", "H", "C", "C", "H", "H", "H", "C", "O", "H", "C", "C", "H", "O", "H", "F", "C", "H", "C", "C", "N", "H", "F", "C", "C", "H", "H", "C", "C", "H", "C", "C", "H", "S", "H", "H", "H", "H", "C", "O"], "xyz": [[-1.61319, 1.57576, 0.81339], [0.48935, -6.29404, -2.16276], [1.07388, -4.72195, 1.22902], [0.22271, -4.42553, 1.84310], [0.62915, -7.25777, -2.62936], [-1.86963, 2.96717, 0.31520], [-0.95571, 2.60610, -1.59258], [1.45636, 2.65915, 0.26252], [2.56735, -2.05184, 0.24316], [1.34914, -1.17691, 2.07740], [-2.56752, 3.88126, 1.09754], [-0.18954, 4.36504, -3.20050], [-0.28530, -5.36161, -3.92939], [0.30706, 2.45557, 2.08780], [-3.40859, 5.84357, 1.21218], [0.82924, -6.11506, -0.83407], [-0.58871, -3.17496, -2.84116], [-1.48055, 3.31506, -0.97011], [-0.36248, 0.14159, 2.30370], [1.23518, -6.94396, -0.27209], [-0.94265, -0.57437, 1.71800], [0.54554, 2.39117, 3.15236], [-1.34323, 4.95260, -2.84476], [-2.22204, 0.62195, 0.35973], [-0.07612, 3.45477, 1.88127], [-1.76628, 4.58594, -1.44943], [-2.46015, 5.50153, -0.67079], [1.74188, 0.73323, -1.12640], [3.18775, 0.47733, 1.05767], [3.36822, -0.46039, 0.87120], [-1.16306, 6.27245, -3.00284], [1.55323, 2.17745, 1.23571], [-0.14922, -2.47817, 0.72506], [0.67133, -4.88668, -0.20565], [-0.19550, -4.00763, -2.27790], [-0.70353, 1.46279, 1.80696], [-2.67980, 6.48357, -1.05981], [-2.25365, 4.58402, -3.76433], [1.23641, 0.20548, -0.31972], [-0.01034, -2.46454, -0.34991], [-0.68281, 0.06498, 3.34892], [1.84668, -3.95957, 1.31184], [-0.02351, -5.23467, -2.89008], [-2.86275, 5.13967, 0.60354], [0.16384, 0.33681, -0.40856], [1.14489, -0.11379, 2.19941], [0.13998, -3.82343, -0.94178], [2.43978, 2.58296, 1.72238], [1.55839, -1.56978, -0.67892], [1.65053, 0.21103, 3.11083], [1.46661, -5.65614, 1.62154], [-0.79016, -1.88790, -0.83960], [-2.88313, 3.59894, 2.09094], [1.79456, 0.66059, 1.03562], [1.86008, -1.66882, -2.07544]], "nbo_charge": [0.665, -0.190, -0.670, 0.209, 0.214, -0.121, 0.234, 0.210, -0.988, 0.236, -0.176, -0.323, 0.216, -0.220, 0.223, -0.241, 0.214, -0.186, -0.236, 0.209, 0.236, 0.203, 0.964, -0.624, 0.230, -0.074, -0.201, 0.265, -0.732, 0.500, -0.322, -0.430, 0.243, 0.102, -0.159, -0.431, 0.234, -0.322, -0.681, -0.651, 0.207, 0.246, -0.219, -0.201, 0.247, -0.466, -0.102, 0.243, 2.151, 0.221, 0.219, 0.258, 0.223, 0.273, -0.931]}

=====

# 3
{"formula": "C2H4FNO", "method": "ωB97M-V with the def2-TZVPD basis set", "e_tot_ev": -8388.3687, "largest_force_ev_per_a": 6.1, "homo_lumo_gap_ev": 9.8, "elements": ["F", "N", "C", "H", "H", "C", "H", "O", "H"], "xyz": [[-1.33132, -0.91053, 1.03217], [-0.46082, 0.80502, -0.49775], [0.47860, -0.01754, -0.08771], [1.33050, -0.09969, -1.14190], [-0.78287, 2.57369, -1.39499], [0.08050, -1.01278, 1.02534], [0.45179, -1.92820, 0.73045], [-0.23121, 1.39668, -1.74847], [0.46484, -0.80666, 2.08284]], "nbo_charge": [-0.348, -0.130, -0.032, 0.183, 0.475, 0.013, 0.180, -0.530, 0.190]}

=====

# 4
{"formula": "C12H33FeN4O7P2S", "method": "ωB97M-V with the def2-TZVPD basis set", "e_tot_ev": -97075.8991, "multiplicity": 6, "s_squared": 8.763, "largest_force_ev_per_a": 1.2, "homo_lumo_gap_ev": [8.4, 8.3], "elements": ["H", "H", "H", "H", "H", "C", "H", "H", "H", "H", "H", "H", "Fe", "O", "H", "H", "N", "H", "H", "H", "H", "S", "H", "H", "H", "H", "O", "C", "H", "C", "O", "C", "N", "N", "H", "O", "P", "C", "H", "C", "H", "C", "H", "P", "C", "C", "C", "N", "C", "C", "H", "H", "O", "H", "H", "O", "O", "H", "H", "H"], "xyz": [[12.85733, 9.05758, 5.80688], [12.45309, 6.46743, 4.26338], [8.26233, 11.26208, 11.40672], [9.04434, 13.67409, 10.90878], [7.45205, 12.53908, 5.79751], [8.81287, 8.37673, 8.95581], [9.88487, 8.26189, 8.79334], [10.28229, 15.06369, 7.91210], [6.50676, 13.28898, 7.09574], [9.31368, 11.59126, 12.78416], [10.72503, 6.35314, 7.63472], [7.30695, 7.31886, 6.91239], [11.59528, 11.27161, 6.36182], [9.26812, 10.99753, 6.49912], [13.51792, 6.83954, 6.44458], [5.60221, 11.74776, 8.89788], [10.06819, 13.39981, 9.14130], [7.48760, 8.75738, 5.89460], [9.50336, 13.70715, 7.09830], [12.34488, 11.65689, 10.71892], [12.13770, 5.33540, 7.81666], [13.22054, 12.71174, 5.46265], [12.12333, 6.92308, 8.54159], [8.40897, 7.38270, 9.09183], [10.88918, 6.13876, 5.03543], [5.93860, 10.01046, 8.68768], [13.30374, 11.23796, 5.13708], [12.42399, 6.94164, 6.37286], [8.63580, 8.92230, 9.87979], [11.97218, 6.10620, 5.16748], [8.67446, 11.19253, 8.98558], [9.22907, 11.03408, 11.84508], [6.76864, 11.18056, 7.22108], [8.13228, 9.01002, 7.85065], [8.08179, 14.09751, 9.48532], [13.14778, 12.65632, 6.96757], [10.14102, 11.76897, 9.33257], [6.59880, 12.40236, 6.45346], [11.76626, 11.92359, 12.36559], [9.08806, 14.11295, 9.91821], [11.90189, 10.27741, 11.70506], [10.29042, 13.97669, 7.80982], [11.27279, 13.68610, 7.44792], [8.28108, 10.62126, 7.52671], [5.70750, 10.93788, 8.17116], [12.09783, 8.37761, 6.15694], [11.62999, 11.30647, 11.46298], [10.28504, 11.42135, 10.93316], [7.96685, 8.17980, 6.68440], [11.81732, 6.36206, 7.66516], [12.28043, 5.06566, 5.29644], [11.05521, 8.66545, 6.17506], [11.79099, 12.99634, 5.08594], [8.92088, 7.80592, 6.30515], [9.42568, 15.15705, 10.03345], [11.13136, 11.16092, 8.43601], [14.22246, 13.57655, 4.92417], [9.28470, 9.96768, 12.09062], [5.69008, 12.32237, 5.84695], [4.75032, 10.82183, 7.65017]], "nbo_charge": [0.219, 0.219, 0.217, 0.204, 0.240, -0.408, 0.202, 0.208, 0.183, 0.201, 0.189, 0.202, 1.596, -1.158, 0.210, 0.187, -0.802, 0.222, 0.185, 0.239, 0.212, 2.524, 0.210, 0.205, 0.196, 0.220, -1.094, -0.302, 0.211, -0.592, -1.114, -0.399, -0.801, -0.814, 0.178, -1.084, 2.538, -0.412, 0.197, -0.406, 0.195, -0.436, 0.272, 2.521, -0.407, -0.313, -0.407, -0.816, -0.409, -0.597, 0.208, 0.144, -1.086, 0.192, 0.212, -1.163, -0.937, 0.191, 0.203, 0.205]}